Density functional theory data (the ωB97M-V functional and the def2-TZVPD basis) for an isolated ion of composition C7H15N2O2S and charge +1.

Values from the calculation:
**LUMO**: -4.32 eV
**Energy**: -933.48274 Eh
**Kohn-Sham gap**: 11.08 eV
**SMILES string**: CCC(C)(C)[N@@H+](C#N)S(C)(=O)=O

Geometry as ORCA input:
```
! wB97M-V def2-TZVPD RIJCOSX def2/J DEFGRID3
* xyz 1 1
C -2.33660 1.53864 0.89777
C -1.30454 1.17994 -0.26299
C -0.81864 -0.23445 -0.25635
C -1.76762 -1.26641 0.39293
C -0.50562 -0.63365 -1.70281
N 0.57215 -0.36916 0.55458
C 1.03137 -1.64489 0.71820
N 1.31176 -2.75676 0.76476
S 1.98962 0.74750 -0.06844
C 3.41615 -0.30608 0.11746
O 1.81183 1.00725 -1.44799
O 1.90569 1.78879 0.96124
H -3.34478 1.11226 0.96299
H -1.87200 1.42787 1.91526
H -2.42377 2.62497 0.67732
H -0.46188 2.00239 -0.12903
H -1.77216 1.50802 -1.25302
H -2.86159 -1.09005 -0.12464
H -1.42564 -2.22114 0.10320
H -1.91463 -0.94127 1.40771
H -1.31471 -1.19598 -2.22259
H -0.06701 0.20047 -2.06819
H 0.20719 -1.54435 -1.87571
H 0.63832 0.22668 1.36123
H 4.20058 0.37251 0.11775
H 3.55011 -0.57814 1.20489
H 3.55643 -0.95497 -0.74551
*
```

Density functional theory data (the ωB97M-V functional and the def2-TZVPD basis) for C7H15N2O5S as an isolated structure.

Values from the calculation:
**LUMO**: 3.44 eV
**Energy**: -1159.56788 Eh
**Kohn-Sham gap**: 8.45 eV

Geometry as ORCA input:
```
! wB97M-V def2-TZVPD RIJCOSX def2/J DEFGRID3
* xyz -1 1
C -1.71690 2.45132 -0.93602
C 1.50112 -2.33462 -0.10762
C 2.41905 -0.22789 0.83128
C -0.27613 -0.25529 2.24825
C -3.38520 2.08426 -2.63918
C 0.74124 -0.24063 -1.01148
C 1.11519 -0.89360 0.41766
N -0.75146 3.15972 -0.40736
N -0.09974 -0.91014 1.20606
O -2.13052 1.41066 -0.37922
O -1.56794 2.74874 2.11194
O 0.82022 3.14010 1.49200
O -0.55656 -0.61482 -1.37698
O -2.26814 2.84127 -2.17886
S -0.24027 2.35445 0.96847
H 0.47740 -2.87284 -0.24654
H 2.15695 -2.28000 -0.91712
H 2.05829 -2.69840 0.74559
H 2.71665 -0.78528 1.66912
H 2.49155 0.78763 1.09622
H 3.09536 -0.28164 0.07441
H 0.36910 0.61868 2.73014
H -2.38126 2.63771 1.64884
H -1.27720 -0.38560 2.55892
H -4.26141 2.71059 -2.34573
H -3.13656 1.16352 -2.14280
H -3.15754 1.99736 -3.68856
H 0.77035 0.94586 -0.87343
H 1.40632 -0.52667 -1.74495
H -1.02615 0.01784 -0.88385
*
```

Density functional theory data (the ωB97M-V functional and the def2-TZVPD basis) for a 2-piece molecular cluster, C7H15N3O overall.

Values from the calculation:
**LUMO**: 0.51 eV
**Energy**: -515.12883 Eh
**Kohn-Sham gap**: 9.84 eV
**SMILES string**: [H]/N=C(/N)COC.C#C[C@H](C)N

Geometry as ORCA input:
```
! wB97M-V def2-TZVPD RIJCOSX def2/J DEFGRID3
* xyz 0 1
H 2.21382 3.36935 -1.46190
N 1.41613 3.10456 -2.06039
C 0.80012 2.13847 -1.47960
N -0.25055 1.53897 -2.12875
C 1.15899 1.51601 -0.15409
O 2.45768 1.98830 0.15439
C 2.82168 1.59857 1.44363
H -0.75869 0.84528 -1.59637
H -0.87298 2.19248 -2.60333
H 0.44620 1.82093 0.61699
H 1.12713 0.41848 -0.19748
H 2.10725 1.97293 2.18558
H 3.78536 2.02440 1.73028
H 2.93492 0.50118 1.49663
C -3.65874 -2.01173 1.86322
C -2.67140 -2.07039 1.16877
C -1.45958 -2.24773 0.36169
C -1.46510 -3.60012 -0.39698
N -0.26422 -2.12501 1.21221
H -4.54789 -2.04386 2.46577
H -1.46679 -1.44217 -0.39489
H -1.41406 -4.40872 0.32258
H -0.60124 -3.68018 -1.06236
H -2.36923 -3.68552 -0.99731
H 0.57418 -2.17038 0.64095
H -0.28475 -1.18876 1.61838
*
```

Density functional theory data (the ωB97M-V functional and the def2-TZVPD basis) for an isolated ion of composition C7H15N3O4S and charge +2.

Values from the calculation:
**LUMO**: -6.61 eV
**Energy**: -1138.43083 Eh
**Kohn-Sham gap**: 10.86 eV

Geometry as ORCA input:
```
! wB97M-V def2-TZVPD RIJCOSX def2/J DEFGRID3
* xyz 2 1
C 0.88682 1.34021 -1.28086
C -0.29218 -0.67963 0.66782
C 1.79445 2.44482 -1.77200
C 0.53108 3.25556 -1.96598
C 0.03600 -2.86514 1.92360
C 0.67844 -1.88556 0.97112
C -1.39879 -1.00235 -0.32884
N -0.25139 2.09060 -1.36868
N 1.97192 -1.32661 1.49273
N -2.36827 -1.75336 0.19262
O 1.05835 0.20690 -0.89292
O -0.31080 0.30839 1.33393
O -1.99693 0.44086 -0.90404
O -2.01844 2.52128 0.22525
S -1.90631 1.87825 -1.19657
H 2.54274 2.78493 -1.18936
H 2.24752 2.15036 -2.68289
H 0.78730 4.22634 -1.47770
H 0.10572 3.38233 -2.91195
H -0.37700 -2.35739 2.82764
H 0.86976 -3.53878 2.23333
H -0.76316 -3.29055 1.23166
H 0.90807 -2.37153 -0.06551
H -1.02520 -1.47628 -1.19156
H 1.80285 -0.66996 2.24408
H 2.46253 -0.76641 0.69150
H 2.58402 -1.91883 1.96236
H -2.89693 -2.15482 -0.60203
H -2.84052 -1.28710 0.97325
H -2.82165 2.31348 0.86001
*
```

Density functional theory data (the ωB97M-V functional and the def2-TZVPD basis) for C7H15N3O8Zn as an isolated structure.

Values from the calculation:
**LUMO**: 3.58 eV
**Energy**: -2820.77009 Eh
**Kohn-Sham gap**: 2.11 eV

Geometry as ORCA input:
```
! wB97M-V def2-TZVPD RIJCOSX def2/J DEFGRID3
* xyz -2 1
Zn -10.62487 -9.79634 -20.67265
C -11.38880 -12.05319 -24.28526
O -11.00461 -12.45015 -23.15521
O -10.52831 -11.72893 -25.06877
O -11.84019 -10.95542 -24.00128
C -10.06582 -5.65316 -22.24952
O -10.51980 -5.42411 -23.38364
O -10.72253 -5.97557 -21.24969
O -9.30786 -6.64429 -22.42955
C -15.76805 -10.80958 -17.61412
O -14.73508 -10.71743 -18.22112
N -16.67774 -9.91637 -17.49974
N -16.15140 -11.89875 -17.06723
H -17.56899 -10.05946 -17.04664
H -16.54678 -8.97909 -17.85251
H -16.99888 -12.28630 -16.67776
H -15.50043 -12.58078 -17.42942
C -4.56839 -11.06465 -18.25424
C -5.60389 -12.18873 -18.36184
C -5.17051 -13.48971 -17.68185
O -4.86862 -13.30443 -16.32499
C -4.45931 -14.45315 -15.68819
N -6.87054 -11.67530 -17.81573
H -3.57468 -11.25436 -18.66001
H -4.42908 -10.79720 -17.20678
H -4.88043 -10.17858 -18.80706
H -5.82983 -12.38198 -19.41050
H -4.30109 -13.90181 -18.19408
H -5.94685 -14.25316 -17.73230
H -3.92375 -15.23389 -16.22830
H -5.33566 -14.96612 -15.29198
H -3.90824 -14.14162 -14.80085
H -7.23168 -12.52331 -17.40274
H -6.69630 -11.15295 -16.96904
*
```

Density functional theory data (the ωB97M-V functional and the def2-TZVPD basis) for a 2-piece molecular cluster, C7H15N3OSi overall.

Values from the calculation:
**LUMO**: 0.53 eV
**Energy**: -804.60408 Eh
**Kohn-Sham gap**: 8.00 eV

Geometry as ORCA input:
```
! wB97M-V def2-TZVPD RIJCOSX def2/J DEFGRID3
* xyz 0 1
C -3.22760 -1.27386 0.70173
C -2.18181 -0.51133 1.18543
C -0.29651 1.99104 1.29819
C 2.95392 0.66891 0.38069
C 0.92959 -1.96617 0.28455
C 1.38740 -0.53283 -2.21995
C -0.70111 1.19381 0.00753
N -3.40497 -0.94364 -0.56700
N -2.51195 -0.06607 -0.91231
N -1.72677 0.23765 0.15367
O -0.88736 1.96405 -1.12889
Si 1.45792 -0.21661 -0.33390
H -3.88450 -1.98817 1.10877
H -1.75469 -0.40860 2.15501
H -1.36804 2.55199 1.49664
H 0.38562 2.77649 0.97398
H -0.06224 1.27543 2.11214
H 3.91205 0.14935 0.51963
H 3.25862 1.50042 -0.29914
H 2.46042 0.94424 1.24966
H 0.91143 -2.02102 1.31988
H -0.02752 -2.19946 -0.05049
H 1.60274 -2.69483 -0.28412
H 0.46077 -0.30848 -2.62747
H 2.29185 -0.04096 -2.47370
H 1.52370 -1.56881 -2.38971
H -1.50096 1.48747 -1.66084
*
```

Density functional theory data (the ωB97M-V functional and the def2-TZVPD basis) for an isolated ion of composition C7H15N6O2 and charge +1.

Values from the calculation:
**LUMO (spin up / spin down)**: -4.36 / -4.36 eV
**Energy**: -754.13317 Eh
**Kohn-Sham gap (spin up / spin down)**: 7.90 / 7.90 eV
**SMILES string**: CN1N(C)[C@]2(C)N(ON=O)[C@]2(C)N=[N+]1C

Geometry as ORCA input:
```
! wB97M-V def2-TZVPD RIJCOSX def2/J DEFGRID3
* xyz 1 1
C 1.63545 2.26298 -0.52200
N 0.80934 1.09416 -0.06750
N 0.92844 -0.13160 -0.74195
C 0.94027 -0.13379 -2.21900
C 0.23556 -1.23424 -0.21250
C 0.97773 -2.57690 -0.29041
N -1.19371 -1.43286 -0.42389
O -1.79438 -0.49558 -1.22984
N -2.68235 0.41216 -0.44042
O -3.50020 0.86628 -1.08456
C -0.81041 -0.98900 0.89176
C -1.09048 -2.10676 1.91376
N -0.87568 0.27234 1.33066
N -0.19558 1.20092 0.86079
C -0.34963 2.54157 1.48941
H 0.89337 2.96519 -1.05500
H 2.09840 2.62891 0.33668
H 2.30817 2.02290 -1.29431
H 0.77982 0.80095 -2.59386
H 1.88011 -0.47294 -2.62470
H 0.00864 -0.63723 -2.39182
H 1.07263 -2.83478 -1.32574
H 0.41145 -3.32320 0.39076
H 1.96833 -2.29456 -0.04291
H -1.15812 -3.01345 1.41605
H -1.97405 -1.93392 2.42574
H -0.24685 -2.09982 2.61513
H -1.23449 2.70085 2.02523
H 0.42318 2.63364 2.24561
H -0.26496 3.30774 0.61883
*
```

Density functional theory data (the ωB97M-V functional and the def2-TZVPD basis) for a 2-piece molecular cluster, C7H15NO overall.

Values from the calculation:
**LUMO**: 0.85 eV
**Energy**: -405.68252 Eh
**Kohn-Sham gap**: 9.96 eV
**SMILES string**: [H]/N=C(/C)C(C)C.CC=O

Geometry as ORCA input:
```
! wB97M-V def2-TZVPD RIJCOSX def2/J DEFGRID3
* xyz 0 1
H 1.98949 -1.24052 -0.01402
N 1.33921 -1.64340 -0.72607
C 0.15841 -1.24025 -0.66270
C -0.78523 -1.55158 -1.78012
C -0.43825 -0.46067 0.57502
C -0.82526 -1.52709 1.60899
C -1.64124 0.41610 0.23723
H -1.10684 -0.63613 -2.27204
H -0.28125 -2.18863 -2.50134
H -1.66987 -2.06137 -1.40200
H 0.33671 0.15481 1.03900
H -1.22250 -1.06043 2.50814
H 0.04347 -2.12109 1.88693
H -1.58217 -2.19916 1.20296
H -1.40178 1.12435 -0.55506
H -2.48990 -0.18442 -0.09024
H -1.95355 0.97843 1.11688
C 1.36629 2.71707 0.25486
C 2.01632 1.52168 -0.36246
O 2.71209 0.72770 0.22141
H 1.76501 3.61383 -0.21569
H 0.29638 2.69942 0.05168
H 1.55168 2.75223 1.32521
H 1.82278 1.40914 -1.44657
*
```

Q: What is the formula in the third record?
A: C7H15N3O

Q: Which formula does entry 5 have?
A: C7H15N3O8Zn

Please write out number 5 again, unchanged.
Density functional theory data (the ωB97M-V functional and the def2-TZVPD basis) for C7H15N3O8Zn as an isolated structure.

Values from the calculation:
**LUMO**: 3.58 eV
**Energy**: -2820.77009 Eh
**Kohn-Sham gap**: 2.11 eV

Geometry as ORCA input:
```
! wB97M-V def2-TZVPD RIJCOSX def2/J DEFGRID3
* xyz -2 1
Zn -10.62487 -9.79634 -20.67265
C -11.38880 -12.05319 -24.28526
O -11.00461 -12.45015 -23.15521
O -10.52831 -11.72893 -25.06877
O -11.84019 -10.95542 -24.00128
C -10.06582 -5.65316 -22.24952
O -10.51980 -5.42411 -23.38364
O -10.72253 -5.97557 -21.24969
O -9.30786 -6.64429 -22.42955
C -15.76805 -10.80958 -17.61412
O -14.73508 -10.71743 -18.22112
N -16.67774 -9.91637 -17.49974
N -16.15140 -11.89875 -17.06723
H -17.56899 -10.05946 -17.04664
H -16.54678 -8.97909 -17.85251
H -16.99888 -12.28630 -16.67776
H -15.50043 -12.58078 -17.42942
C -4.56839 -11.06465 -18.25424
C -5.60389 -12.18873 -18.36184
C -5.17051 -13.48971 -17.68185
O -4.86862 -13.30443 -16.32499
C -4.45931 -14.45315 -15.68819
N -6.87054 -11.67530 -17.81573
H -3.57468 -11.25436 -18.66001
H -4.42908 -10.79720 -17.20678
H -4.88043 -10.17858 -18.80706
H -5.82983 -12.38198 -19.41050
H -4.30109 -13.90181 -18.19408
H -5.94685 -14.25316 -17.73230
H -3.92375 -15.23389 -16.22830
H -5.33566 -14.96612 -15.29198
H -3.90824 -14.14162 -14.80085
H -7.23168 -12.52331 -17.40274
H -6.69630 -11.15295 -16.96904
*
```

Q: Among the records above, which one has the lowest energy?
A: C7H15N3O8Zn